{"formula": "C31H34AsCl3N8O3SV", "method": "wB97M-V/def2-TZVPD", "symbols": ["O", "H", "C", "C", "H", "H", "Cl", "C", "V", "H", "H", "H", "H", "C", "C", "N", "C", "H", "C", "S", "H", "C", "C", "H", "C", "H", "C", "H", "N", "H", "O", "C", "H", "C", "H", "C", "Cl", "C", "H", "C", "C", "C", "C", "H", "As", "N", "H", "C", "C", "H", "C", "C", "C", "N", "H", "H", "Cl", "C", "H", "O", "H", "H", "C", "H", "N", "H", "N", "C", "C", "C", "H", "C", "C", "N", "H", "H", "H", "H", "H", "H", "N", "H"], "positions_angstrom": [[-0.9807, 0.4742, 0.4885], [0.1536, -3.7065, -3.1035], [2.6627, -0.6171, 4.4239], [-1.4474, -3.4115, 0.8801], [-3.0362, -2.8240, -3.1832], [-3.2634, -1.1438, -2.6354], [5.0100, -5.7087, -0.5664], [1.3771, -5.2551, 3.6328], [0.0954, 0.2209, -1.2492], [2.3972, 5.0768, -0.4863], [2.3529, -3.3891, 4.9606], [-2.5188, -1.6177, 0.3667], [3.0696, -0.3639, 5.4096], [-3.4578, 2.3813, -1.0134], [2.6935, -2.4834, -0.3911], [2.2113, 1.6392, -4.5938], [3.7133, -3.3552, -0.7457], [-1.4750, -1.8261, 5.3194], [3.7336, -4.6003, -0.1352], [-0.2990, 0.5379, 4.2689], [2.9086, -5.9159, 1.3512], [1.6225, -2.6920, 5.3614], [2.8155, -4.9694, 0.8323], [-6.1144, 3.6865, 0.5911], [-0.2998, -3.9223, 4.0465], [1.8744, -2.4086, 6.3930], [1.6907, 2.4767, -2.2488], [2.2551, 0.2858, -6.2640], [1.1165, 2.1202, -1.1181], [-2.9603, 2.6607, -3.0666], [0.6689, -2.0426, 0.8317], [0.1919, -3.2098, 5.2984], [3.4295, -1.1292, 3.8420], [-5.4230, 3.4744, -0.2136], [-6.4879, 4.6587, -1.6536], [-4.7533, 3.7274, -2.5035], [0.5853, -4.1882, 2.5740], [-0.4855, -5.3316, 1.8182], [-3.0830, -3.1108, -0.4489], [-2.2106, -2.5680, -0.0772], [1.6337, 1.5627, -3.3745], [-5.6354, 4.0169, -1.4754], [-1.4877, -4.7687, 1.0186], [2.7738, 4.1991, -2.8297], [-1.1347, -2.0799, -1.6539], [0.9818, 0.4255, -3.2367], [-0.0386, -3.8553, 6.1443], [0.2562, -0.9499, 4.7525], [-0.2389, -2.8330, 1.6068], [1.3328, -5.8722, 4.5216], [-3.6572, 2.9055, -2.2798], [2.0392, 4.1265, -0.8379], [-2.5398, -1.8699, -3.0059], [-2.3133, 1.5434, -0.8066], [-2.1373, -1.4888, -3.9445], [-4.1632, 2.2281, 1.0063], [2.7043, -0.8394, -0.9728], [1.7856, -4.1023, 1.1571], [0.1796, -4.2275, -1.4064], [-1.5902, 1.1986, -1.8626], [1.4105, -3.2291, 3.0850], [0.9577, 3.0837, 0.7823], [1.9027, 0.4777, -5.2670], [-1.2752, -4.4943, -2.3849], [-2.0367, 1.1759, 0.3801], [-0.3993, -6.3532, 2.1497], [-0.4738, -1.8840, 5.4301], [-4.3359, 2.6534, 0.0293], [-0.4443, -3.8145, -2.1979], [1.1456, -0.2607, -4.4103], [2.3657, 0.2976, 3.9176], [1.7144, -2.8993, 0.4838], [1.3252, 3.1406, -0.2284], [2.2666, 3.6923, -2.1262], [2.7652, 2.3940, -4.9578], [0.7088, -1.2330, -4.5587], [-2.2587, -5.3972, 0.5829], [4.4692, -3.0755, -1.4645], [-0.7285, -2.1687, 2.3183], [-4.9164, 4.1378, -3.4915], [1.5055, -1.4726, 4.5562], [-1.2402, -4.4362, 4.2310]], "mulliken_charge": [-0.1211, 0.3624, -1.1290, -0.1623, 0.4174, 0.2973, -0.2506, -0.9102, 0.6621, 0.4156, 0.3884, 0.3438, 0.2867, 0.3859, 0.8666, -0.0932, -0.5576, 0.3549, 0.0236, -0.3287, 0.4720, -1.1611, -1.1638, 0.3758, -1.1702, 0.4995, 0.0583, 0.4115, 0.5531, 0.3897, -0.3170, 0.3641, 0.3237, -0.5763, 0.3849, -0.6129, 1.1613, -1.3114, 0.6258, -1.1917, -0.0517, -0.4509, -1.0207, 0.1662, 1.1165, 0.4504, 0.5486, -0.2496, 0.0886, 0.3487, -0.3757, -0.6846, -1.2767, 1.4440, 0.3369, 0.4777, -0.2899, 0.6321, 0.2367, -0.6142, 0.5158, 0.5504, -0.7105, 0.3774, -1.0636, 0.5450, -0.2841, -0.4324, -1.1747, -0.4941, 0.3064, -0.4822, -0.5981, -0.1122, 0.1658, 0.4120, 0.4369, 0.4810, 0.2568, 0.3634, 0.3991, 0.3425], "e_tot_ev": -185670.9541, "de_lowest_ev": 21.408, "orbital_gap_ev": [4.30, 4.30], "largest_force_ev_per_a": 3.7, "lumo_ev": [-0.62, -0.62], "total_charge": 0, "multiplicity": 4}